{
  "formula": "C24H38Cl10F4N2O16",
  "method": "ωB97M-V/def2-TZVPD",
  "species": ["H", "H", "C", "H", "Cl", "H", "H", "H", "H", "H", "C", "C", "Cl", "N", "H", "C", "H", "C", "C", "H", "C", "H", "C", "O", "F", "Cl", "H", "O", "H", "H", "F", "Cl", "H", "Cl", "C", "H", "O", "H", "H", "H", "H", "O", "Cl", "H", "H", "H", "O", "H", "C", "C", "O", "C", "C", "O", "H", "C", "Cl", "H", "O", "Cl", "H", "C", "H", "C", "C", "H", "C", "C", "C", "H", "C", "O", "C", "H", "H", "O", "C", "O", "H", "F", "N", "O", "H", "O", "Cl", "Cl", "O", "H", "O", "O", "C", "H", "H", "F"],
  "coordinates": [[-36.904, -37.830, 14.463], [-30.075, -39.852, 19.296], [-39.669, -32.601, 15.156], [-26.206, -32.237, 18.875], [-38.217, -35.951, 18.981], [-39.189, -32.439, 16.121], [-31.611, -31.249, 15.571], [-35.571, -37.195, 12.311], [-24.472, -34.488, 13.976], [-37.044, -36.480, 21.524], [-31.177, -33.731, 6.799], [-31.063, -35.550, 8.171], [-35.149, -30.430, 10.314], [-33.467, -32.052, 16.138], [-30.320, -28.238, 10.229], [-32.573, -31.472, 15.108], [-26.717, -32.602, 20.447], [-36.859, -35.432, 21.288], [-29.983, -38.768, 19.220], [-30.913, -37.151, 17.908], [-31.795, -38.060, 20.307], [-36.069, -36.090, 19.279], [-36.778, -35.427, 19.773], [-26.451, -34.243, 14.680], [-29.181, -33.033, 19.782], [-38.210, -34.403, 21.858], [-35.025, -26.772, 18.476], [-32.129, -38.334, 19.075], [-29.179, -29.070, 12.843], [-24.205, -31.985, 14.444], [-24.589, -34.521, 15.883], [-38.214, -28.485, 18.046], [-35.534, -37.100, 15.391], [-28.384, -29.640, 10.036], [-27.060, -32.105, 19.540], [-35.988, -35.086, 21.845], [-32.514, -37.760, 21.199], [-31.542, -34.030, 9.837], [-36.041, -28.502, 9.247], [-30.504, -29.768, 11.003], [-27.913, -33.841, 18.536], [-28.777, -29.708, 18.013], [-33.895, -36.162, 13.325], [-36.095, -35.910, 13.373], [-37.162, -29.457, 10.218], [-34.931, -28.084, 11.595], [-37.569, -32.014, 14.162], [-35.440, -28.252, 17.754], [-36.003, -28.176, 11.421], [-31.815, -34.375, 8.839], [-26.213, -32.250, 13.781], [-35.824, -37.695, 14.525], [-37.089, -27.246, 18.766], [-28.066, -33.571, 13.179], [-31.025, -38.644, 17.228], [-35.466, -36.799, 13.321], [-30.517, -27.184, 12.895], [-36.875, -27.624, 19.766], [-34.473, -31.518, 16.516], [-36.827, -26.603, 11.187], [-30.043, -35.524, 8.555], [-29.346, -28.222, 12.179], [-25.511, -32.161, 15.682], [-25.064, -33.999, 14.749], [-25.130, -32.493, 14.716], [-32.430, -32.234, 14.342], [-29.804, -28.941, 10.882], [-28.229, -30.703, 18.431], [-28.190, -32.865, 18.935], [-39.659, -33.661, 14.901], [-36.167, -29.011, 10.202], [-31.045, -33.115, 5.737], [-30.993, -38.193, 18.219], [-32.889, -34.559, 8.869], [-36.572, -34.429, 19.386], [-31.116, -35.032, 6.866], [-35.830, -27.248, 17.915], [-28.503, -31.916, 17.952], [-40.657, -32.145, 15.095], [-28.722, -38.411, 18.939], [-38.868, -31.826, 14.177], [-31.570, -33.296, 7.931], [-37.707, -26.348, 18.758], [-27.475, -30.806, 19.456], [-34.723, -39.058, 14.642], [-35.918, -26.485, 16.313], [-39.482, -31.032, 13.514], [-32.961, -30.597, 14.586], [-30.447, -38.081, 20.372], [-33.094, -33.120, 16.648], [-27.005, -33.405, 13.761], [-36.510, -28.701, 12.230], [-28.500, -27.541, 12.087], [-31.676, -36.679, 8.324]],
  "lowdin_charge": [0.086, 0.177, 0.038, 0.142, 0.562, 0.103, 0.102, 0.066, 0.176, 0.069, -0.623, -0.342, 0.568, -0.439, 0.062, 0.045, 0.156, -0.633, -0.305, 0.143, -0.607, 0.062, -0.722, 0.113, 0.126, 0.523, 0.068, 0.084, 0.064, 0.144, 0.091, 0.485, 0.055, 0.529, -0.099, 0.073, 0.186, 0.138, 0.074, 0.063, 0.177, 0.161, 0.588, 0.064, 0.065, 0.065, -0.011, 0.057, -0.673, -0.017, 0.047, -0.660, -0.586, 0.149, 0.140, -0.752, 0.586, 0.070, 0.077, 0.547, 0.175, -0.725, 0.136, -0.343, -0.046, 0.097, -0.638, -0.608, -0.347, 0.100, -0.723, 0.127, -0.034, 0.141, 0.067, 0.148, -0.697, 0.140, 0.097, 0.087, -0.403, 0.106, 0.065, 0.151, 0.553, 0.537, 0.079, 0.097, 0.129, 0.022, -0.468, 0.074, 0.059, 0.146],
  "e_tot_ha": -7251.75904,
  "smiles": "O=C1OC[C@@H](F)O1.O=C1OC[C@@H](F)O1.O=C1OC[C@@H](F)O1.O=C1OC[C@@H](F)O1.C[N+](=O)[O-].C[N+](=O)[O-].ClCCCl.ClCCCl.ClCCCl.ClCCCl.ClCCCl"
}